The following is a quantum chemistry calculation of C8H6N2O in the gas phase, from the OMol25 dataset.

Computed properties:
Electronic energy = -493.079016 Eh
Kohn-Sham gap (spin up / spin down) = 7.1 / 7.9 eV
E_HOMO (spin up / spin down) = -9.98 / -9.95 eV
Relative energy (zero: lowest compared OMol25 entry of this formula, charge and spin) = 3.943 eV
Molar mass = 146.15 g/mol

Last columns: bonded neighbours and bond lengths (Å).
Cartesian coordinates (Å):
1 C -2.7854 -0.5599 0.4175  C8 1.382, N9 1.154
2 C -1.5922 1.0984 -0.8157  C8 1.380, N10 1.155
3 C 1.5291 -0.8704 -0.7945  C4 1.521, C6 1.434, O11 1.216
4 C 1.5770 0.6172 -0.4787  C3 1.521, C5 1.530, H12 1.089, H13 1.092
5 C 0.7661 0.7686 0.8097  C4 1.530, C7 1.542, H14 1.091, H15 1.090
6 C 0.4649 -1.4418 -0.0212  C3 1.434, C7 1.516, H16 1.076
7 C -0.2664 -0.3762 0.7713  C5 1.542, C6 1.516, C8 1.559, H17 1.096
8 C -1.6106 0.1192 0.1567  C1 1.382, C2 1.380, C7 1.559
9 N -3.7687 -1.1242 0.6329  C1 1.154
10 N -1.5601 1.9463 -1.5991  C2 1.155
11 O 2.2503 -1.4711 -1.5684  C3 1.216
12 H 2.6064 0.9615 -0.3914  C4 1.089
13 H 1.1072 1.1536 -1.3063  C4 1.092
14 H 1.4230 0.6391 1.6711  C5 1.091
15 H 0.2906 1.7463 0.8914  C5 1.090
16 H 0.0875 -2.4427 -0.1404  C6 1.076
17 H -0.5186 -0.7638 1.7651  C7 1.096

Mulliken atomic charge list, values in e, 2 entries:
1. C -0.016
2. C 0.229